39
Properties=species:S:1:pos:R:3:lowdin_charge:R:1 method="wB97M-V/def2-TZVPD" gap_ev=7.8 total_energy_ha=-925.9721 e_above_lowest_kcal_mol=0.0 lumo_ev=-4.3 charge=+1
C -0.8131 -2.4267 4.9679 -0.063
C -0.9245 -2.8818 3.5010 -0.138
C 0.3921 -2.8564 2.8047 -0.513
O 1.1142 -3.8028 2.7738 0.146
O 0.7322 -1.6778 2.2338 0.015
C 1.7306 -1.7824 1.2202 -0.153
C 1.4983 -0.6026 0.2833 -0.070
C 0.1467 -0.7203 -0.3586 -0.186
C -0.7774 0.3185 -0.3149 0.035
C -2.0094 0.1541 -0.9195 0.017
C -2.3235 -1.0485 -1.5452 -0.006
C -1.3830 -2.0487 -1.5782 0.002
N -0.1753 -1.8548 -0.9972 0.167
H -1.1424 -1.4017 5.0920 0.075
H 0.1841 -2.5472 5.3762 0.084
H -1.4790 -3.0303 5.5757 0.077
H -1.6686 -2.2765 2.9873 0.113
H -1.2699 -3.9065 3.4788 0.120
H 2.7396 -1.7879 1.6190 0.144
H 1.6102 -2.7326 0.7042 0.116
H 2.2766 -0.5345 -0.4727 0.135
H 1.5232 0.3010 0.8792 0.132
H -0.5107 1.2379 0.1742 0.134
H -2.7191 0.9646 -0.9040 0.131
H -3.2823 -1.1948 -2.0120 0.126
H -1.5537 -2.9921 -2.0662 0.144
H 0.4901 -2.6136 -1.0676 0.182
F 1.6931 1.1910 -2.2680 0.033
C 1.1601 2.4288 -2.4466 -0.295
C 0.3263 2.6451 -3.5235 -0.022
C -0.2220 3.9082 -3.6961 -0.072
C 0.0757 4.9271 -2.8011 -0.080
C 0.9208 4.6844 -1.7271 -0.070
C 1.4683 3.4225 -1.5411 -0.024
H 0.1156 1.8391 -4.2146 0.118
H -0.8805 4.0968 -4.5327 0.111
H -0.3495 5.9111 -2.9428 0.109
H 1.1583 5.4788 -1.0332 0.111
H 2.1276 3.2114 -0.7087 0.118